1.
The following is a DFT calculation (ωB97M-V/def2-TZVPD) of a cluster of 2 separate species, C6H10N in total in a non-equilibrium geometry.

Atoms and positions in Å:
C: 2.857 -0.791 0.534
C: -2.532 0.230 0.185
C: 2.051 -0.613 -0.480
C: 0.127 0.134 -0.301
C: -1.211 -0.120 -0.211
C: 0.649 1.542 -0.220
N: -2.136 -1.259 0.018
H: 2.675 -0.740 1.553
H: 3.966 -0.986 0.486
H: -2.827 0.387 1.178
H: -3.369 0.695 -0.496
H: 2.350 -0.584 -1.543
H: 1.378 1.670 0.576
H: -0.088 2.205 -0.008
H: 0.913 1.967 -1.219
H: -2.152 -1.973 0.723
H: -2.649 -1.765 -0.775

Values from the calculation:
HOMO-LUMO gap = 10.548 eV
LUMO level = -3.37 eV
ΔE to the lowest compared entry with this formula, charge and spin = 5.193 eV
Highest occupied orbital energy = -13.917 eV
DFT total energy = -288.89211 Ha
Net charge = +1

In elementary charge units, the natural (NBO) charges are:
1. C -0.44
2. C -0.20
3. C -0.07
4. C 0.13
5. C 0.00
6. C -0.68
7. N -0.56
8. H 0.22
9. H 0.26
10. H 0.24
11. H 0.26
12. H 0.23
13. H 0.25
14. H 0.21
15. H 0.26
16. H 0.44
17. H 0.44

2.
The following is a DFT calculation (ωB97M-V/def2-TZVPD) of the molecule C16H13NO3 in a non-equilibrium geometry.

Atoms and positions in Å:
C: -5.913 -0.172 -0.574
C: -4.767 0.685 0.017
H: -4.703 1.777 -0.469
H: -5.090 0.799 1.058
O: -3.625 -0.123 -0.256
C: -2.655 0.652 0.445
O: -2.798 1.683 1.093
C: -1.363 -0.005 0.101
C: -1.419 -1.354 0.192
N: -0.197 -2.151 0.184
C: 0.943 -1.312 0.132
C: 1.021 -0.029 -0.063
C: 2.466 0.256 -0.105
C: 2.705 1.914 0.028
C: 3.950 2.308 -0.161
C: 4.996 1.435 0.081
C: 4.907 -0.049 0.032
C: 3.535 -0.482 0.094
C: 3.487 -1.722 -0.012
C: 2.103 -2.310 0.226
H: 1.934 -3.432 0.062
H: 4.132 -2.376 0.198
H: 5.706 -0.451 0.037
H: 6.003 1.926 0.105
H: 4.115 3.563 -0.285
H: 1.927 2.521 -0.015
C: -0.083 0.527 -0.025
O: -0.060 2.060 -0.329
H: -0.353 -3.149 0.348
H: -2.254 -1.963 0.494
H: -5.702 -0.196 -1.757
H: -6.969 0.278 -0.710
H: -5.979 -1.109 -0.164

Values from the calculation:
HOMO-LUMO gap = 7.250 eV
LUMO level = -0.89 eV
ΔE to the lowest compared entry with this formula, charge and spin = 12.589 eV
Highest occupied orbital energy = -8.139 eV
DFT total energy = -897.54227 Ha

In elementary charge units, the natural (NBO) charges are:
1. C -0.63
2. C -0.10
3. H 0.21
4. H 0.20
5. O -0.52
6. C 0.79
7. O -0.51
8. C -0.24
9. C 0.12
10. N -0.55
11. C 0.28
12. C -0.23
13. C 0.09
14. C -0.09
15. C -0.25
16. C -0.17
17. C -0.16
18. C -0.18
19. C -0.06
20. C -0.26
21. H 0.21
22. H 0.19
23. H 0.18
24. H 0.21
25. H 0.22
26. H 0.25
27. C 0.43
28. O -0.71
29. H 0.44
30. H 0.22
31. H 0.20
32. H 0.22
33. H 0.20

3.
The following is a DFT calculation (ωB97M-V/def2-TZVPD) of the molecule C5H7NO.

Atoms and positions in Å:
O: -0.056 -0.749 3.016
C: -1.245 -0.396 2.327
C: -0.876 0.022 0.964
C: -0.202 0.208 -0.020
C: 0.849 0.314 -1.006
C: 0.670 -0.028 -2.435
N: 0.923 1.351 -2.031
H: 0.557 -1.056 2.334
H: -1.949 -1.240 2.297
H: -1.716 0.412 2.895
H: 1.815 0.089 -0.561
H: -0.324 -0.300 -2.782
H: 1.489 -0.523 -2.950
H: 0.064 1.894 -2.049

Values from the calculation:
HOMO-LUMO gap = 10.131 eV
LUMO level = 0.79 eV
ΔE to the lowest compared entry with this formula, charge and spin = 3.599 eV
Highest occupied orbital energy = -9.342 eV
DFT total energy = -324.59222 Ha

In elementary charge units, the natural (NBO) charges are:
1. O -0.70
2. C -0.13
3. C -0.03
4. C -0.03
5. C -0.16
6. C -0.24
7. N -0.56
8. H 0.47
9. H 0.19
10. H 0.20
11. H 0.22
12. H 0.20
13. H 0.20
14. H 0.36

Question: Among the records above, which one has the highest DFT total energy?
Answer: C6H10N